The following is a quantum chemistry calculation of a structure of composition C31H46N2PrS at a distorted geometry, from OMol25.

Its spin multiplicity is 3. Its charge is +1. The HOMO-LUMO gap (alpha / beta) comes out at 7.39 / 7.43 eV. The calculation puts the max |F| at 2.1 eV/A.

Element x y z (Å)
Pr (0.32230, -0.16401, 0.08755)
S (0.37277, 2.82945, 0.83093)
N (2.79605, 0.41001, -0.86705)
N (0.81665, 4.01285, 3.16585)
C (-3.00965, -0.66568, 1.06893)
C (-0.82584, -1.46842, -1.96283)
C (0.48095, 5.48028, 1.32885)
C (0.62331, 6.55077, 2.16500)
C (3.57139, 0.54947, 0.38806)
C (3.02942, -2.46043, 3.37268)
C (-4.46158, -1.12507, 0.88946)
C (1.92704, -1.94780, 2.70570)
C (-0.42169, -3.78622, 0.59884)
C (-1.94430, 0.28588, -1.06092)
C (3.34437, -0.58250, 1.37860)
C (-2.83137, -4.01090, -0.10923)
C (2.02131, -0.99021, 1.67782)
C (-1.49588, -1.96099, -0.80632)
C (4.30387, -2.07993, 3.00159)
C (-2.18117, -0.84241, -0.21135)
C (-1.45544, -3.46179, -0.49848)
C (-1.12293, -0.10071, -2.14576)
C (2.95797, 1.63457, -1.66351)
C (0.96726, 5.06226, 4.00449)
C (-0.58931, 2.19785, -2.94109)
C (-1.02913, -4.24536, -1.75207)
C (0.87052, 6.33861, 3.53772)
C (3.32583, -0.74573, -1.61062)
C (-2.36717, -1.38148, 2.27291)
C (-3.06172, 0.82708, 1.45395)
C (4.45534, -1.13602, 2.00186)
C (-0.86053, 0.74704, -3.37274)
C (0.56885, 4.15995, 1.83272)
C (0.32128, 0.20296, -4.18308)
C (-2.10253, 0.70616, -4.27302)
H (-3.57390, -3.68903, -0.83631)
H (-4.91802, -0.59969, 0.05636)
H (-2.96980, 1.09617, -3.74999)
H (2.46084, 1.52109, -2.62677)
H (-2.04956, 1.24687, 1.55778)
H (0.51464, 0.84395, -5.04135)
H (1.22718, 0.15187, -3.57916)
H (2.71625, -0.94850, -2.49514)
H (1.16221, 4.84150, 5.04211)
H (-2.89683, -1.11457, 3.18852)
H (-3.14299, -3.69003, 0.87811)
H (0.14057, 2.23685, -2.12136)
H (-4.52751, -2.18713, 0.69261)
H (0.95378, -2.31714, 3.01921)
H (-1.67345, -4.00335, -2.59214)
H (-1.50892, 2.66645, -2.59818)
H (-1.11500, -5.31083, -1.55986)
H (-1.94316, 1.30016, -5.16953)
H (-2.31532, -0.31752, -4.56953)
H (-0.21204, 2.78177, -3.77863)
H (5.16867, -2.49442, 3.49521)
H (-1.30560, -1.07431, 2.38072)
H (-0.35831, -2.08831, -2.71154)
H (-0.26598, -4.86167, 0.65570)
H (2.50691, 2.48201, -1.14035)
H (-2.41917, -2.46113, 2.17854)
H (0.54535, -3.31756, 0.36732)
H (4.36162, -0.57141, -1.92952)
H (-5.02957, -0.90828, 1.79115)
H (3.30812, -1.62470, -0.96007)
H (0.29478, 5.59317, 0.27088)
H (5.44835, -0.82314, 1.71002)
H (0.98108, 7.17564, 4.20485)
H (4.01509, 1.86904, -1.84550)
H (0.00398, -4.04958, -2.02397)
H (0.10530, -0.79557, -4.55794)
H (0.55816, 7.55644, 1.77722)
H (3.25661, 1.49034, 0.86277)
H (-3.61491, 1.40762, 0.72230)
H (-2.80841, -5.09867, -0.10290)
H (-2.49253, 1.21927, -1.03637)
H (-3.57584, 0.93854, 2.40704)
H (0.89581, 3.07072, 3.53406)
H (4.64548, 0.62977, 0.16535)
H (2.88274, -3.15811, 4.18387)
H (-0.75292, -3.45411, 1.57896)